Below is a 2-piece molecular cluster, C2Cl4OS overall at a distorted geometry, with properties calculated with the ωB97M-V functional and the def2-TZVPD basis.

```
8
Properties=species:S:1:pos:R:3:mulliken_spin:R:1
C -1.757 0.176 -0.767 -0.0025
C 1.997 -0.189 0.937 0.5577
O -0.636 0.026 -0.986 0.0043
S 1.129 -1.435 1.427 1.2090
Cl -3.023 0.577 -1.932 0.0003
Cl -2.496 0.122 0.755 0.0018
Cl 2.342 0.199 -0.693 0.1060
Cl 2.758 0.819 2.047 0.1235
```

2S+1 = 3
relative energy (zero: lowest compared OMol25 entry of this formula, charge and spin) = 0.00 kJ/mol
E_HOMO (spin up / spin down) = -7.06 / -10.36 eV